Entry 1:
Density functional theory data (the ωB97M-V functional and the def2-TZVPD basis) for a 13-piece molecular cluster, C37H70Br24FI2N4O overall.

Geometry as ORCA input:
```
! wB97M-V def2-TZVPD RIJCOSX def2/J DEFGRID3
* xyz 1 1
C 5.801 -3.943 -1.414
C 5.874 -2.357 -1.781
C 4.440 -1.723 -1.477
C 3.534 -1.509 -2.800
N 2.385 -0.635 -2.359
C 2.444 0.764 -2.079
N 3.474 1.610 -2.134
C 3.443 3.033 -1.787
I 2.249 3.900 -0.194
C 4.264 3.931 -2.521
C 4.222 5.500 -2.167
I 5.596 3.288 -4.122
N 1.097 1.092 -1.670
C 0.318 -0.110 -1.707
C -1.195 -0.061 -1.258
C -2.255 -0.211 -2.442
O -3.518 0.300 -1.933
C -3.989 -0.513 -0.838
C -5.537 -0.948 -1.022
N 1.149 -1.182 -2.149
F 0.771 -2.456 -2.317
H 6.478 -4.532 -2.121
H 4.705 -4.265 -1.490
H 6.104 -4.088 -0.319
H 6.612 -1.918 -1.022
H 6.233 -2.207 -2.856
H 3.831 -2.339 -0.729
H 4.583 -0.691 -1.010
H 4.116 -1.045 -3.657
H 3.142 -2.539 -3.117
H 4.381 1.224 -2.451
H 4.490 5.684 -1.069
H 4.928 6.111 -2.808
H 3.167 5.898 -2.317
H -1.328 -0.833 -0.420
H -1.379 0.964 -0.780
H -2.416 -1.275 -2.805
H -1.955 0.452 -3.316
H -3.944 0.040 0.171
H -3.417 -1.490 -0.701
H -6.198 -0.062 -1.316
H -5.538 -1.768 -1.832
H -5.900 -1.424 -0.046
Br -2.223 4.788 0.904
C -1.518 3.678 2.343
C -1.059 4.519 3.508
Br 0.659 5.360 3.139
H -0.725 3.067 1.913
H -2.347 3.034 2.636
H -0.886 3.896 4.388
H -1.755 5.317 3.766
Br -0.188 -1.492 2.071
C 0.836 0.152 2.300
C 1.151 0.406 3.755
Br -0.405 1.091 4.711
H 0.259 0.952 1.838
H 1.753 -0.004 1.730
H 1.909 1.185 3.852
H 1.482 -0.485 4.286
Br -2.974 -6.531 -2.381
C -1.987 -4.860 -2.214
C -1.660 -4.561 -0.773
Br -3.216 -3.884 0.185
H -2.589 -4.086 -2.690
H -1.074 -5.010 -2.791
H -0.918 -3.763 -0.705
H -1.301 -5.431 -0.223
Br -1.606 8.436 -1.671
C -2.067 7.105 -3.017
C -1.234 5.857 -2.860
Br 0.570 6.119 -3.551
H -1.950 7.581 -3.989
H -3.122 6.885 -2.849
H -1.648 5.041 -3.454
H -1.134 5.533 -1.825
Br 4.146 -7.226 -2.014
C 4.112 -6.193 -3.665
C 2.964 -5.216 -3.672
Br 1.272 -6.110 -4.045
H 4.077 -6.906 -4.487
H 5.067 -5.665 -3.689
H 3.083 -4.489 -4.478
H 2.842 -4.687 -2.727
Br -2.577 1.705 7.159
C -1.863 0.589 8.588
C -1.402 1.424 9.756
Br 0.312 2.273 9.385
H -1.071 -0.017 8.152
H -2.689 -0.058 8.881
H -1.224 0.796 10.630
H -2.100 2.218 10.021
Br -7.212 -3.836 -2.296
C -7.665 -3.663 -4.184
C -8.129 -2.265 -4.504
Br -9.957 -1.965 -3.901
H -8.409 -4.428 -4.404
H -6.744 -3.894 -4.720
H -8.157 -2.107 -5.583
H -7.513 -1.492 -4.045
Br -2.436 -2.555 7.319
C -3.340 -2.022 5.676
C -4.822 -1.858 5.894
Br -5.721 -3.584 5.983
H -3.096 -2.770 4.922
H -2.884 -1.071 5.397
H -5.280 -1.342 5.049
H -5.066 -1.325 6.813
Br 4.823 -9.924 0.334
C 6.222 -9.056 1.377
C 5.685 -8.536 2.687
Br 4.671 -6.891 2.432
H 6.650 -8.276 0.747
H 6.971 -9.830 1.548
H 6.503 -8.264 3.356
H 5.027 -9.241 3.193
Br -2.053 11.053 0.892
C -3.648 10.207 1.624
C -3.447 9.807 3.064
Br -2.366 8.191 3.202
H -3.889 9.367 0.974
H -4.433 10.961 1.541
H -4.400 9.552 3.529
H -2.952 10.573 3.660
Br -7.818 1.387 -3.829
C -6.762 3.017 -3.669
C -6.414 3.306 -2.230
Br -7.938 4.043 -1.266
H -7.335 3.814 -4.142
H -5.860 2.829 -4.252
H -5.641 4.074 -2.168
H -6.087 2.424 -1.681
Br 10.075 -2.648 -1.308
C 10.408 -0.728 -1.259
C 10.257 -0.181 0.138
Br 8.379 -0.003 0.627
H 9.729 -0.269 -1.977
H 11.434 -0.608 -1.610
H 10.665 0.829 0.202
H 10.726 -0.805 0.898
*
```

Output
* electronic energy: -1747439.34155 eV
* HOMO level: -11.3 eV
* LUMO level: -0.10782 hartree
* ΔE to the lowest compared entry with this formula, charge and spin: 377.10 kJ/mol
* frontier orbital gap: 8.317 eV

These are the Mulliken partial charges, in e, on atoms 1 to 8: -0.677 -0.031 -0.494 -0.206 0.532 0.215 0.260 -0.271

Entry 2:
Density functional theory data (the ωB97M-V functional and the def2-TZVPD basis) for C37H70Br2N7OS as an isolated structure.

Geometry as ORCA input:
```
! wB97M-V def2-TZVPD RIJCOSX def2/J DEFGRID3
* xyz 1 1
C 2.498 1.004 2.935
C 1.242 0.588 3.754
S 0.081 1.996 3.770
C -1.538 1.347 3.191
C -1.412 0.571 1.857
C -1.928 -0.867 2.061
C -1.772 -1.738 0.746
C -0.644 -2.752 1.057
C -0.370 -3.796 -0.036
C 0.435 -4.983 0.535
C 1.163 -5.760 -0.590
C 2.659 -6.020 -0.340
C 3.428 -4.829 0.228
C 3.468 -3.639 -0.734
C 4.507 -2.592 -0.234
O 4.889 -2.802 1.118
C 4.467 -1.745 1.957
C -1.363 -0.853 -0.447
N -1.550 -1.509 -1.746
N -2.176 0.388 -0.534
C -2.203 1.238 0.703
C -3.680 1.307 1.080
N -4.473 1.913 0.010
C -1.630 2.653 0.532
Br -2.619 4.152 1.256
C -0.496 2.938 -0.063
C 0.426 1.894 -0.623
Br 0.113 4.733 -0.276
H 2.407 2.047 2.642
H 3.412 0.915 3.514
H 2.545 0.423 2.016
H 0.805 -0.340 3.394
H 1.590 0.431 4.769
H -2.178 2.220 3.152
H -1.855 0.654 3.965
H -0.353 0.515 1.636
H -2.948 -0.889 2.432
H -1.317 -1.325 2.834
H -2.701 -2.272 0.545
H -0.965 -3.265 1.962
H 0.276 -2.200 1.269
H 0.283 -3.326 -0.774
H -1.268 -4.165 -0.528
H 1.086 -4.660 1.342
H -0.303 -5.655 0.973
H 0.985 -5.282 -1.552
H 0.685 -6.736 -0.658
H 3.106 -6.239 -1.312
H 2.840 -6.903 0.266
H 4.459 -5.155 0.359
H 3.102 -4.533 1.218
H 2.498 -3.139 -0.711
H 3.769 -3.959 -1.727
H 5.412 -2.604 -0.841
H 4.051 -1.602 -0.311
H 3.391 -1.579 1.884
H 4.701 -2.040 2.976
H 5.046 -0.853 1.714
H -0.301 -0.671 -0.350
H -2.134 -2.324 -1.597
H -0.645 -1.858 -2.036
H -1.893 0.958 -1.336
H -3.129 0.084 -0.764
H -4.082 0.307 1.248
H -3.841 1.850 2.009
H -5.309 2.361 0.349
H -3.941 2.532 -0.584
H 1.340 2.375 -0.953
H 0.738 1.182 0.134
H 0.029 1.391 -1.507
C -2.904 2.503 -3.647
C -2.137 2.727 -4.944
C -1.411 1.468 -5.433
C -0.435 1.021 -4.434
N 0.300 0.673 -3.634
H -2.227 2.236 -2.828
H -3.428 3.412 -3.352
H -3.644 1.707 -3.759
H -1.417 3.535 -4.796
H -2.833 3.054 -5.716
H -0.887 1.673 -6.367
H -2.122 0.660 -5.614
C -4.354 2.902 -10.883
C -3.071 3.126 -10.090
C -2.795 2.011 -9.075
C -3.887 1.924 -8.093
N -4.735 1.859 -7.334
H -5.230 2.896 -10.233
H -4.495 3.700 -11.611
H -4.322 1.954 -11.422
H -3.132 4.086 -9.573
H -2.228 3.188 -10.781
H -1.863 2.208 -8.544
H -2.702 1.049 -9.580
C 9.360 1.247 3.466
C 9.027 -0.170 3.013
C 7.554 -0.342 2.626
C 6.680 -0.052 3.772
N 6.016 0.180 4.670
H 8.804 1.522 4.364
H 10.421 1.331 3.702
H 9.129 1.974 2.684
H 9.279 -0.870 3.811
H 9.648 -0.427 2.153
H 7.365 -1.365 2.296
H 7.293 0.331 1.807
C -4.979 2.305 8.059
C -3.996 2.241 6.895
C -4.638 1.721 5.603
C -5.147 0.357 5.795
N -5.532 -0.706 5.944
H -5.360 1.315 8.316
H -4.490 2.706 8.946
H -5.829 2.948 7.821
H -3.156 1.600 7.170
H -3.592 3.238 6.711
H -3.903 1.706 4.798
H -5.461 2.370 5.299
*
```

Output
* electronic energy: -202895.11997 eV
* HOMO level: -11.0 eV
* LUMO level: -0.07522 hartree
* frontier orbital gap: 8.917 eV

These are the Mulliken partial charges, in e, on atoms 1 to 8: -0.937 -0.107 -0.305 -1.033 1.226 -2.644 0.939 -1.241

> What is the electronic energy in the first record?

-1747439.34155 eV